{"formula": "C3H6N3PS", "method": "ωB97M-V/def2-TZVPD", "species": ["P", "C", "S", "N", "C", "C", "N", "N", "H", "H", "H", "H", "H", "H"], "positions_angstrom": [[-1.62407, 0.08206, -0.87530], [0.10714, 0.28820, -1.45652], [1.39067, -1.15807, -0.61766], [0.79376, -0.66372, 0.91019], [1.13174, -1.36799, 2.08926], [0.53574, -0.55918, 2.97751], [-0.10428, 0.44936, 2.39752], [0.11741, 0.44741, 1.15497], [-1.73775, 1.37956, -0.11333], [-2.04642, 0.35629, -2.08458], [0.55152, 1.23577, -1.18603], [0.14360, 0.07038, -2.53235], [1.59057, -2.31500, 2.04279], [0.56372, -0.78858, 4.03912]], "atomic_forces_ev_per_a": [[1.02, 0.23, 3.44], [1.28, -1.87, -0.05], [-2.11, 2.54, -1.26], [2.08, -2.31, 0.52], [-1.43, 2.32, -3.17], [0.19, -1.54, 2.90], [-0.51, 1.84, 2.11], [0.43, -0.97, -1.01], [-0.17, -1.32, -1.41], [-1.40, 1.06, -2.44], [0.25, -0.11, -0.09], [0.31, 0.13, 0.41], [0.53, -0.61, 0.17], [-0.46, 0.62, -0.12]], "nbo_charge": [0.3403, -0.6974, 0.3176, -0.3091, -0.1035, -0.1029, -0.2431, -0.0824, 0.0265, -0.0608, 0.2387, 0.2248, 0.2377, 0.2136], "energy_ha": -1021.59234, "gap_ev": 9.16, "lumo_energy_ev": 0.24, "de_lowest_kcal_mol": 21.5, "smiles": "PCSn1ccnn1", "multiplicity": 1, "total_charge": 0, "homo_ev": -8.9}

=====

{"formula": "C2H10NS2", "method": "ωB97M-V/def2-TZVPD", "species": ["C", "N", "H", "H", "H", "H", "H", "H", "C", "S", "S", "H", "H", "H", "H"], "positions_angstrom": [[1.34569, -1.26468, -1.01252], [1.98898, 0.14310, -0.86755], [2.08497, -1.76904, -1.55457], [0.83225, -1.53876, -0.07678], [0.61336, -0.89410, -1.81740], [2.98808, 0.37408, -0.82983], [1.66889, 0.55192, 0.08904], [1.45524, 0.69817, -1.51431], [-2.69123, 0.26811, 0.54936], [-1.40286, 1.53501, 0.70641], [0.10765, 0.54109, 1.81593], [-2.97434, 0.07785, -0.58738], [-3.51030, 0.71952, 1.12054], [-2.28332, -0.62245, 0.99885], [-0.22304, 1.18019, 2.98020]], "atomic_forces_ev_per_a": [[-1.43, 3.52, -1.71], [-1.31, 1.23, 3.50], [0.74, -1.91, 0.04], [0.81, -0.40, -0.61], [0.31, -1.75, 1.36], [-0.09, -0.80, -0.72], [0.29, -0.64, -1.30], [0.62, 0.86, -0.48], [-0.56, 0.45, -1.91], [1.19, -0.34, -0.28], [-1.22, 0.91, 0.20], [0.58, 0.49, 2.51], [-0.16, -0.76, -0.32], [-0.32, -0.37, 0.13], [0.54, -0.48, -0.41]], "nbo_charge": [-0.3930, -0.7269, 0.2446, 0.2624, 0.2198, 0.4523, 0.4567, 0.4387, -0.7540, 0.1024, -0.2335, 0.2438, 0.2457, 0.2399, 0.2012], "energy_ha": -933.02924, "gap_ev": 9.19, "lumo_energy_ev": -3.58, "de_lowest_kcal_mol": 34.5, "multiplicity": 1, "total_charge": 1, "homo_ev": -12.8}

=====

{"formula": "C8H4FeNO6", "method": "ωB97M-V/def2-TZVPD", "species": ["Fe", "O", "C", "O", "C", "C", "C", "C", "C", "N", "H", "H", "H", "H", "O", "C", "O", "C", "O", "O"], "positions_angstrom": [[1.64621, -0.40377, -0.36921], [0.37466, 2.92872, -2.31190], [0.53994, 1.91610, -1.65097], [1.61144, 1.22862, -1.52274], [-0.62593, 1.42544, -0.78919], [-1.84104, 2.08811, -0.73890], [-2.83128, 1.58071, 0.08474], [-2.57564, 0.44152, 0.83615], [-1.33345, -0.15993, 0.73078], [-0.39104, 0.32515, -0.07484], [-1.97037, 2.97514, -1.34197], [-3.79480, 2.07095, 0.14905], [-3.32270, 0.02523, 1.49753], [-1.05333, -1.03650, 1.30210], [2.21207, -3.26744, 2.29668], [2.20252, -2.47426, 1.38126], [1.51149, -1.36816, 1.34283], [3.03902, -2.73975, 0.06734], [3.79239, -3.68403, -0.00541], [2.80986, -1.87185, -0.88333]], "atomic_forces_ev_per_a": [[0.04, 0.00, -0.11], [-0.05, -0.08, -0.14], [0.07, 0.28, 0.34], [0.02, -0.13, -0.07], [-0.06, -0.11, -0.08], [0.00, 0.00, -0.02], [-0.01, 0.01, 0.01], [0.00, 0.00, 0.00], [0.02, 0.01, 0.03], [-0.01, 0.05, -0.02], [0.00, 0.00, 0.00], [0.00, 0.00, 0.00], [0.00, 0.00, 0.00], [0.01, -0.01, 0.00], [0.03, 0.03, 0.00], [-0.04, -0.03, -0.04], [0.00, 0.00, 0.04], [-0.07, 0.00, -0.08], [0.01, 0.03, 0.00], [0.06, -0.04, 0.14]], "lowdin_spin": [3.6955, 0.0111, 0.0075, 0.0536, 0.0032, 0.0006, -0.0004, 0.0009, 0.0028, 0.0346, 0.0004, -0.0001, 0.0003, 0.0000, 0.0109, 0.0051, 0.0752, 0.0060, 0.0108, 0.0822], "energy_ha": -2077.37774, "gap_ev": [8.01, 8.07], "lumo_energy_ev": [2.65, 2.59], "de_lowest_kcal_mol": 0.0, "multiplicity": 5, "total_charge": -1, "homo_ev": [-5.4, -5.5]}

=====

{"formula": "C23H17Cl7F6N3O5S4Sm", "method": "ωB97M-V/def2-TZVPD", "species": ["Sm", "Cl", "C", "C", "C", "Cl", "C", "Cl", "C", "Cl", "C", "Cl", "Cl", "C", "C", "C", "C", "C", "Cl", "C", "S", "H", "H", "H", "F", "C", "F", "F", "S", "O", "O", "N", "S", "O", "O", "C", "F", "F", "F", "S", "C", "N", "C", "C", "C", "C", "H", "H", "H", "H", "H", "C", "N", "C", "C", "C", "O", "H", "H", "H", "H", "H", "H", "H", "H", "H"], "positions_angstrom": [[0.18750, -0.63023, -0.80830], [1.25456, -3.01119, -2.52122], [2.42361, -3.06055, -1.20620], [2.21647, -2.17957, -0.15866], [3.14845, -2.31718, 0.85832], [3.00387, -1.36559, 2.33201], [4.21918, -3.21137, 0.83687], [5.34844, -3.32104, 2.13662], [4.38074, -4.04743, -0.26827], [5.68908, -5.16185, -0.33981], [3.46135, -3.98348, -1.30909], [3.61677, -5.01956, -2.67292], [2.23844, 0.30222, -2.58486], [1.84777, 1.90969, -3.21608], [2.78747, 2.42867, -4.08597], [2.56883, 3.68411, -4.63041], [1.42042, 4.37758, -4.28303], [0.50861, 3.81922, -3.40730], [-0.90031, 4.76162, -3.02259], [0.66736, 2.55074, -2.82581], [-0.52738, 1.90878, -1.74611], [3.67055, 1.85775, -4.32764], [3.28412, 4.11554, -5.31499], [1.21792, 5.35887, -4.68609], [-3.85395, -4.21157, -0.37883], [-3.76104, -2.91580, -0.12446], [-4.86473, -2.29961, -0.51802], [-3.61832, -2.73881, 1.19643], [-2.29028, -2.18435, -0.97335], [-2.31344, -0.74355, -0.70778], [-1.09874, -2.77357, -0.38335], [-2.55271, -2.54243, -2.45687], [-2.05738, -1.40700, -3.48534], [-0.75238, -0.91137, -3.05744], [-3.06113, -0.47778, -3.85781], [-1.75001, -2.44624, -4.99328], [-2.77033, -3.27272, -5.18760], [-0.63183, -3.15235, -4.87105], [-1.63791, -1.63385, -6.03853], [1.75321, 1.79261, 0.69956], [1.31644, 2.12365, 2.27180], [1.13709, 1.14190, 3.19839], [0.78941, 1.34107, 4.49410], [0.57208, 2.59303, 4.96376], [0.74108, 3.67319, 4.05539], [1.10798, 3.45274, 2.76686], [1.29641, 0.19538, 2.86051], [0.71891, 0.44600, 5.09533], [0.30366, 2.74981, 5.99611], [0.58210, 4.68817, 4.39382], [1.24304, 4.26227, 2.06720], [-2.07231, 1.84857, 1.46071], [-2.18142, 0.76524, 2.43128], [-3.24665, 0.84614, 3.41763], [-1.38948, -0.30048, 2.36119], [-1.50711, -1.36256, 3.41929], [-0.55951, -0.45094, 1.44358], [-2.16735, 2.79559, 1.99234], [-2.85077, 1.77418, 0.70163], [-1.09491, 1.82499, 0.98187], [-3.77891, 1.78095, 3.26309], [-2.85186, 0.84167, 4.43420], [-3.95877, 0.02839, 3.30107], [-2.44350, -1.91091, 3.30266], [-1.49868, -0.93994, 4.42294], [-0.67981, -2.05553, 3.29248]], "atomic_forces_ev_per_a": [[1.24, 0.86, 0.66], [0.12, 0.07, 0.04], [0.04, -0.12, -0.08], [-0.10, 0.12, -0.01], [0.07, -0.03, 0.22], [-0.11, 0.06, -0.08], [0.02, -0.07, -0.09], [-0.05, 0.03, -0.02], [-0.01, 0.00, 0.02], [0.00, 0.01, 0.00], [-0.04, 0.08, 0.06], [-0.01, -0.01, -0.02], [-0.01, 0.22, -0.01], [0.11, -0.24, 0.07], [-0.13, 0.19, -0.02], [-0.02, -0.09, 0.06], [0.05, -0.05, 0.00], [-0.15, 0.22, -0.01], [0.04, 0.00, -0.02], [0.13, -0.10, 0.02], [-0.14, -0.18, 0.07], [0.05, -0.04, -0.01], [0.03, 0.01, -0.02], [0.01, 0.03, -0.02], [0.08, 0.14, -0.01], [-0.12, -0.13, 0.14], [0.17, -0.02, -0.03], [0.08, 0.03, -0.19], [-0.42, 0.00, -0.03], [-0.46, -0.23, 0.09], [-0.34, -0.32, -0.06], [-0.11, 0.12, -0.08], [0.01, -0.26, 0.08], [-0.25, -0.26, -0.45], [-0.06, 0.07, -0.08], [0.07, -0.09, -0.11], [0.03, 0.11, 0.06], [-0.10, 0.05, 0.09], [0.01, -0.02, 0.17], [0.11, -0.11, -0.19], [0.12, 0.30, 0.08], [-0.01, -0.30, -0.05], [-0.01, 0.04, 0.00], [0.02, -0.01, -0.06], [-0.01, -0.04, 0.08], [-0.01, -0.16, -0.03], [0.03, 0.10, 0.01], [-0.02, 0.01, 0.05], [-0.01, 0.02, 0.02], [-0.01, 0.02, 0.04], [0.01, 0.03, -0.05], [0.12, 0.10, -0.02], [0.12, -0.12, 0.01], [-0.09, 0.07, 0.07], [-0.18, -0.14, -0.15], [0.01, 0.00, -0.03], [0.20, 0.04, -0.14], [-0.03, 0.00, -0.04], [0.01, -0.01, -0.04], [-0.12, 0.00, -0.03], [0.00, -0.02, 0.02], [-0.02, 0.00, 0.00], [0.01, -0.01, 0.03], [0.01, 0.02, -0.01], [0.01, 0.01, 0.03], [0.00, -0.01, 0.02]], "lowdin_spin": [5.0681, -0.0027, -0.0011, -0.0129, -0.0011, -0.0003, -0.0004, -0.0003, 0.0003, 0.0001, -0.0003, -0.0004, -0.0059, -0.0005, 0.0000, -0.0004, 0.0000, -0.0009, -0.0007, -0.0022, -0.0192, 0.0000, 0.0000, 0.0000, 0.0000, 0.0000, 0.0000, 0.0000, -0.0001, -0.0031, -0.0025, 0.0001, -0.0001, -0.0043, -0.0003, -0.0001, 0.0000, 0.0000, 0.0000, -0.0038, -0.0001, 0.0001, 0.0000, 0.0001, 0.0001, -0.0001, 0.0000, 0.0000, 0.0000, 0.0000, 0.0000, 0.0002, -0.0002, 0.0000, 0.0000, 0.0000, -0.0053, 0.0000, 0.0000, 0.0002, 0.0000, 0.0000, 0.0000, 0.0000, 0.0000, 0.0000], "energy_ha": -7498.47715, "gap_ev": [6.32, 7.01], "lumo_energy_ev": [-0.89, -0.22], "de_lowest_kcal_mol": 7.2, "multiplicity": 6, "total_charge": 0, "homo_ev": [-7.2, -7.2]}